[1]
{"formula": "C3H8N3P", "method": "wB97M-V/def2-TZVPD", "elements": ["N", "P", "N", "N", "C", "C", "C", "H", "H", "H", "H", "H", "H", "H", "H"], "xyz": [[1.609, -1.279, -0.508], [1.125, -0.038, 0.556], [2.407, 0.943, -0.004], [-0.220, 0.878, -0.454], [-1.436, 0.429, -0.110], [-2.650, 0.041, -0.423], [-2.114, -0.334, 0.912], [0.970, -2.019, -0.557], [2.579, -1.561, -0.473], [2.182, 1.910, 0.149], [3.325, 0.805, 0.396], [0.136, 1.375, -1.240], [-3.451, -0.017, -1.164], [-2.607, 0.182, 1.883], [-1.856, -1.315, 1.037]], "nbo_charge": [-1.183, 1.270, -1.180, -0.872, 0.179, -0.311, -0.403, 0.381, 0.393, 0.384, 0.388, 0.413, 0.225, 0.154, 0.164], "e_above_lowest_kj_mol": 93.3, "e_lumo_ev": 0.996, "orbital_gap_ha": 0.318}

---

[2]
{"formula": "C36H35Cr2N7O3", "method": "wB97M-V/def2-TZVPD", "elements": ["Cr", "Cr", "C", "O", "O", "O", "N", "C", "C", "C", "C", "C", "H", "H", "H", "H", "H", "N", "C", "C", "C", "C", "C", "H", "H", "H", "H", "H", "N", "C", "C", "C", "C", "C", "H", "H", "H", "H", "H", "N", "C", "C", "C", "C", "C", "H", "H", "H", "H", "H", "N", "C", "C", "C", "C", "C", "H", "H", "H", "H", "H", "N", "C", "C", "C", "C", "C", "H", "H", "H", "H", "H", "N", "C", "C", "C", "C", "C", "H", "H", "H", "H", "H"], "xyz": [[-1.369, 1.034, 2.734], [2.151, -1.251, 2.298], [0.209, -0.125, 1.108], [1.096, -0.763, 0.481], [0.427, -0.037, 2.432], [-0.805, 0.482, 0.679], [-3.020, 2.300, 2.244], [-2.926, 2.965, 1.083], [-3.880, 3.877, 0.683], [-4.929, 4.161, 1.546], [-4.994, 3.523, 2.779], [-4.006, 2.617, 3.094], [-2.078, 2.718, 0.453], [-3.804, 4.360, -0.280], [-5.704, 4.849, 1.236], [-5.806, 3.757, 3.451], [-4.036, 2.096, 4.044], [0.804, -3.909, -3.922], [-0.034, -3.380, -3.047], [0.152, -2.137, -2.442], [1.306, -1.458, -2.789], [2.236, -2.019, -3.643], [1.886, -3.213, -4.262], [-0.946, -3.939, -2.852], [-0.538, -1.728, -1.723], [1.489, -0.523, -2.267], [3.134, -1.469, -3.895], [2.533, -3.688, -4.993], [-0.066, 2.873, 2.798], [0.557, 3.361, 1.716], [1.480, 4.393, 1.739], [1.737, 4.972, 2.973], [1.178, 4.425, 4.121], [0.329, 3.347, 3.996], [0.382, 2.821, 0.791], [2.011, 4.661, 0.839], [2.463, 5.765, 3.104], [1.416, 4.823, 5.097], [-0.177, 2.902, 4.847], [-3.402, -2.029, -1.858], [-3.947, -2.602, -2.915], [-4.016, -2.001, -4.161], [-3.467, -0.735, -4.311], [-2.915, -0.123, -3.204], [-2.845, -0.843, -2.013], [-4.427, -3.561, -2.752], [-4.527, -2.438, -5.008], [-3.528, -0.214, -5.258], [-2.379, 0.818, -3.268], [-2.380, -0.403, -1.135], [0.907, -3.020, 2.569], [0.153, -3.134, 3.670], [-0.762, -4.146, 3.845], [-0.911, -5.086, 2.828], [-0.191, -4.941, 1.658], [0.700, -3.888, 1.567], [0.294, -2.393, 4.450], [-1.377, -4.244, 4.728], [-1.610, -5.905, 2.927], [-0.299, -5.638, 0.840], [1.309, -3.714, 0.691], [-0.748, 3.500, -1.508], [-0.247, 4.717, -1.638], [0.894, 4.998, -2.381], [1.638, 3.941, -2.866], [1.155, 2.658, -2.666], [-0.049, 2.476, -2.027], [-0.764, 5.533, -1.141], [1.258, 6.013, -2.482], [2.554, 4.125, -3.412], [1.709, 1.818, -3.066], [-0.375, 1.485, -1.727], [3.695, -2.259, 1.199], [3.551, -2.590, -0.092], [4.479, -3.324, -0.802], [5.593, -3.781, -0.119], [5.757, -3.443, 1.223], [4.823, -2.643, 1.815], [2.613, -2.326, -0.571], [4.272, -3.574, -1.832], [6.300, -4.446, -0.599], [6.674, -3.747, 1.707], [4.979, -2.335, 2.843]], "lowdin_spin": [3.888, 3.866, 0.019, 0.034, 0.033, 0.034, -0.003, 0.007, -0.001, 0.008, -0.001, 0.011, 0.001, 0.000, 0.000, 0.000, 0.002, 0.000, 0.000, 0.000, 0.000, 0.000, 0.000, 0.000, 0.000, 0.000, 0.000, 0.000, 0.007, 0.004, 0.000, 0.004, 0.001, 0.011, 0.000, 0.000, 0.000, 0.000, 0.004, 0.000, 0.000, 0.000, 0.000, 0.000, 0.000, 0.000, 0.000, 0.000, 0.000, 0.000, 0.013, 0.013, 0.000, 0.006, -0.001, 0.008, 0.003, 0.000, 0.000, 0.000, 0.001, 0.000, 0.000, 0.000, 0.000, 0.000, 0.000, 0.000, 0.000, 0.000, 0.000, 0.000, 0.000, 0.005, -0.001, 0.008, 0.000, 0.013, 0.000, 0.000, 0.000, 0.000, 0.003], "charge": 2, "s_squared": 20.025, "e_above_lowest_kj_mol": 0.0, "e_lumo_ev": [-5.958, -5.854], "orbital_gap_ha": [0.257, 0.260], "spin_multiplicity": 9}

---

[3]
{"formula": "C22H27N5O5", "method": "wB97M-V/def2-TZVPD", "elements": ["C", "C", "C", "N", "C", "O", "N", "C", "O", "C", "C", "N", "C", "C", "C", "C", "C", "C", "C", "O", "C", "C", "O", "N", "C", "C", "N", "C", "C", "O", "C", "C", "H", "H", "H", "H", "H", "H", "H", "H", "H", "H", "H", "H", "H", "H", "H", "H", "H", "H", "H", "H", "H", "H", "H", "H", "H", "H", "H"], "xyz": [[-5.190, -3.684, -1.282], [-4.656, -2.263, -1.166], [-4.830, -1.728, 0.254], [-4.323, -0.374, 0.375], [-5.180, 0.698, 0.286], [-6.376, 0.578, 0.147], [-4.591, 1.951, 0.375], [-3.254, 2.305, 0.535], [-2.906, 3.468, 0.590], [-2.446, 1.127, 0.609], [-2.987, -0.150, 0.519], [-2.017, -1.081, 0.607], [-0.890, -0.400, 0.763], [0.427, -1.020, 0.879], [1.289, -0.708, 1.929], [2.533, -1.299, 2.005], [2.948, -2.202, 1.033], [2.092, -2.508, -0.032], [0.833, -1.930, -0.089], [2.462, -3.359, -1.038], [3.848, -3.625, -1.068], [4.362, -3.909, 0.342], [4.183, -2.775, 1.162], [-1.094, 0.942, 0.780], [-0.111, 1.989, 0.735], [0.537, 2.057, -0.673], [1.834, 2.677, -0.736], [1.871, 4.061, -0.299], [3.226, 4.651, -0.694], [4.288, 3.922, -0.122], [4.236, 2.574, -0.521], [2.909, 1.926, -0.116], [-6.249, -3.713, -1.036], [-5.062, -4.056, -2.295], [-4.659, -4.346, -0.602], [-3.594, -2.244, -1.418], [-5.189, -1.609, -1.859], [-5.888, -1.701, 0.523], [-4.275, -2.351, 0.959], [-5.247, 2.722, 0.312], [0.971, -0.038, 2.713], [3.206, -1.084, 2.820], [0.178, -2.190, -0.905], [4.385, -2.760, -1.481], [3.984, -4.487, -1.723], [3.814, -4.763, 0.761], [5.431, -4.124, 0.339], [0.662, 1.794, 1.479], [-0.617, 2.927, 0.968], [0.647, 1.035, -1.052], [-0.131, 2.603, -1.345], [1.069, 4.611, -0.794], [1.747, 4.153, 0.793], [3.326, 5.674, -0.328], [3.317, 4.642, -1.790], [5.075, 2.076, -0.032], [4.350, 2.503, -1.613], [2.876, 0.893, -0.469], [2.844, 1.924, 0.985]], "nbo_charge": [-0.604, -0.404, -0.216, -0.418, 0.793, -0.629, -0.635, 0.657, -0.618, -0.104, 0.361, -0.495, 0.391, -0.119, -0.196, -0.240, 0.235, 0.206, -0.158, -0.479, -0.097, -0.098, -0.479, -0.291, -0.252, -0.211, -0.444, -0.254, -0.071, -0.522, -0.070, -0.253, 0.205, 0.213, 0.203, 0.207, 0.205, 0.236, 0.216, 0.431, 0.219, 0.232, 0.233, 0.180, 0.206, 0.183, 0.205, 0.210, 0.251, 0.201, 0.206, 0.210, 0.168, 0.194, 0.166, 0.192, 0.165, 0.209, 0.166], "e_above_lowest_kj_mol": 233.4, "e_lumo_ev": 0.523, "orbital_gap_ha": 0.318}

---

[4]
{"formula": "C5H11NO", "method": "wB97M-V/def2-TZVPD", "elements": ["C", "N", "C", "C", "C", "C", "H", "H", "H", "H", "H", "H", "H", "H", "H", "O", "H", "H"], "xyz": [[-1.467, -1.118, 2.040], [-1.313, -0.938, 0.792], [-0.310, -0.048, 0.376], [0.976, -0.346, 0.629], [2.123, 0.633, 0.352], [1.873, 1.406, -0.953], [-2.095, -1.887, 2.475], [-0.913, -0.419, 2.671], [-0.623, 0.762, -0.262], [1.204, -1.050, 1.427], [2.179, 1.197, 1.293], [3.061, 0.059, 0.324], [1.737, 0.602, -1.674], [2.643, 2.122, -1.261], [0.976, 2.021, -0.908], [-1.718, -0.082, -2.456], [-2.316, 0.026, -1.682], [-1.778, 0.722, -2.959]], "nbo_charge": [-0.052, -0.406, -0.060, -0.218, -0.427, -0.614, 0.181, 0.147, 0.205, 0.197, 0.209, 0.204, 0.220, 0.212, 0.198, -0.937, 0.475, 0.465], "e_above_lowest_kj_mol": 251.5, "e_lumo_ev": 0.912, "orbital_gap_ha": 0.350}

---

Asked for max |F| across the records above, the calculation gives 4.936; 2.114; 1.468; 2.082 eV/A in order.